No. 1
43
Properties=species:S:1:pos:R:3:lowdin_charge:R:1 method="wB97M-V/def2-TZVPD" e_above_lowest_kcal_mol=49.4 total_charge=0 multiplicity=1 smiles=CNCCC(C)C.O.O.O.O.O.O.O
O -0.07 2.46 2.02 -0.04
O 1.27 -3.26 -1.79 -0.07
O -0.07 -0.60 3.05 -0.05
O 3.20 1.46 1.48 -0.07
O 1.48 -2.51 2.16 -0.08
O -1.47 3.72 -0.13 -0.09
O 0.83 1.37 -3.45 -0.07
N 1.42 0.09 -0.66 -0.11
C -2.76 -1.46 -0.31 -0.06
C 0.24 -0.74 -0.57 -0.27
C -0.98 0.16 -0.67 -0.19
C -3.32 0.98 0.05 -0.08
C -2.25 -0.06 0.17 -0.40
C 2.53 -0.67 -1.31 -0.14
H -2.17 -2.07 -0.99 0.08
H 2.38 -2.83 2.09 0.03
H -3.07 -1.93 0.62 0.07
H 3.72 1.92 2.16 0.05
H 2.63 -1.76 -1.06 0.06
H -1.18 0.22 -1.75 0.13
H 0.26 -1.46 0.29 0.11
H 0.21 -1.35 -1.53 0.11
H 3.55 -0.40 -1.44 0.06
H -1.06 2.87 -0.30 -0.02
H 0.57 2.27 1.31 0.03
H -1.91 -0.08 1.25 0.11
H 0.75 -3.25 -0.98 0.04
H 1.28 -1.65 2.58 -0.01
H -0.43 0.05 2.43 0.01
H -2.99 1.95 -0.45 0.08
H 0.50 2.57 2.78 0.06
H 1.85 0.38 0.26 0.07
H -3.75 -1.40 -0.77 0.07
H -1.41 3.68 0.87 0.04
H 3.86 1.52 0.76 0.06
H -0.74 -1.27 3.18 0.07
H 1.05 -4.09 -2.23 0.05
H 1.48 1.19 -4.14 0.03
H -4.15 0.64 -0.58 0.07
H -0.66 1.21 -0.44 0.08
H 2.12 -0.96 -2.30 0.07
H -3.79 1.39 0.95 0.08
H 1.07 1.72 -2.59 0.02

=====

No. 2
97
Properties=species:S:1:pos:R:3:lowdin_charge:R:1 method="wB97M-V/def2-TZVPD" e_above_lowest_kcal_mol=0.0 total_charge=+3 multiplicity=1
Ta -0.20 -0.02 -0.29 1.88
S 2.69 0.09 1.45 1.14
O 1.21 -0.34 1.14 -0.65
O 1.23 0.33 -1.46 -0.25
O 0.23 8.32 -1.23 -0.06
N 0.69 3.82 -5.75 0.11
N 0.37 5.01 -5.66 0.10
N -1.00 1.45 -1.85 -0.04
N -0.36 -2.17 0.42 -0.02
N -0.60 2.06 0.70 0.05
N -1.91 -0.16 1.15 0.03
C -1.46 -2.51 1.14 -0.19
C -0.03 1.80 -2.73 -0.17
C -1.85 2.21 1.23 -0.21
C 1.35 5.63 -3.44 -0.02
C -0.41 4.44 0.73 0.03
C -2.29 -1.38 1.59 -0.16
C 3.49 2.12 3.01 -0.07
C 0.46 -3.14 -0.03 -0.28
C 1.29 8.42 -0.29 -0.06
C 1.48 0.99 3.78 -0.07
C 3.35 -3.38 3.41 -0.04
C 0.90 3.00 -4.61 -0.21
C 0.39 5.75 -4.44 -0.27
C 4.68 -3.60 3.09 -0.02
C 1.33 6.49 -2.35 -0.02
C -3.37 -1.51 2.46 0.05
C 2.70 -2.26 2.92 -0.06
C -0.91 -4.83 1.00 0.02
C 4.74 -1.61 1.76 -0.06
C -4.04 -0.37 2.87 0.03
C 1.22 1.17 -2.54 -0.29
C -2.43 3.43 1.45 0.03
C -0.64 7.57 -3.25 0.03
C 2.43 2.79 5.06 -0.03
C 0.21 -4.47 0.28 0.03
C 0.33 7.45 -2.24 -0.28
C -3.60 0.88 2.47 0.05
C -2.51 2.85 -3.05 0.01
C 0.12 3.18 0.48 -0.25
C 1.60 -2.79 -0.93 0.00
C 2.51 1.15 2.86 -0.39
C -1.53 3.23 -3.93 0.07
C 3.41 -1.39 2.10 -0.39
C -1.77 -3.82 1.44 0.04
C 2.08 2.32 -4.45 0.02
C 1.44 1.82 4.88 -0.04
C -0.22 2.71 -3.78 -0.07
C -1.70 4.59 1.18 0.03
C -2.51 0.95 1.61 -0.18
C 2.27 1.40 -3.39 0.06
C -1.33 -1.14 -1.80 -0.19
C 3.45 2.94 4.13 -0.04
C 1.53 3.12 -0.04 0.00
C -0.58 6.75 -4.35 0.00
C -2.21 1.96 -2.02 -0.08
C 5.38 -2.73 2.27 -0.03
H 1.55 3.40 -1.09 0.09
H -3.52 3.21 -3.16 0.13
H -2.39 -0.88 -1.68 0.03
H 5.18 -4.48 3.49 0.13
H 2.40 3.43 5.93 0.13
H 3.21 0.89 -3.27 0.14
H -2.66 -4.07 2.00 0.12
H 1.66 -2.06 3.17 0.11
H 4.28 2.23 2.28 0.12
H 2.89 2.51 -5.14 0.14
H -1.38 8.35 -3.16 0.13
H -1.05 -0.81 -2.80 0.04
H 6.41 -2.92 2.03 0.13
H 5.27 -0.92 1.11 0.12
H -4.07 1.77 2.84 0.13
H -2.13 5.57 1.33 0.14
H 0.73 0.22 3.64 0.11
H -3.67 -2.48 2.82 0.13
H -1.28 6.88 -5.17 0.13
H 2.13 6.44 -1.63 0.10
H 2.82 -4.07 4.05 0.12
H 2.18 4.94 -3.55 0.11
H -1.13 -5.86 1.22 0.14
H -1.75 3.90 -4.75 0.13
H 0.66 1.72 5.62 0.12
H 4.21 3.69 4.27 0.13
H 2.20 -1.96 -0.55 0.06
H -2.98 1.64 -1.33 0.13
H 0.22 5.31 0.54 0.12
H -3.44 3.50 1.83 0.13
H 2.13 3.85 0.50 0.11
H 2.25 -3.65 -1.05 0.10
H 1.40 7.49 0.28 0.08
H -1.26 -2.22 -1.78 0.03
H 1.99 2.14 0.06 0.03
H 0.89 -5.23 -0.08 0.14
H 1.04 9.23 0.38 0.10
H -4.88 -0.46 3.55 0.14
H 1.23 -2.52 -1.92 0.10
H 2.24 8.65 -0.80 0.11

=====

No. 3
95
Properties=species:S:1:pos:R:3:lowdin_charge:R:1 method="wB97M-V/def2-TZVPD" total_charge=-2 multiplicity=1
S 1.67 1.25 -0.11 0.43
S 5.71 -2.20 -2.34 0.46
S 3.17 -0.83 -1.64 0.92
N -1.76 -0.12 2.08 0.08
N 5.31 0.00 -0.70 -0.16
N -1.27 -2.12 0.07 0.09
N -1.60 -0.09 -1.99 0.08
N 4.35 0.83 -0.12 -0.03
N -1.94 1.93 0.04 0.08
C -1.51 -1.18 2.89 -0.25
C -1.04 -4.31 -0.62 -0.02
C -1.43 -0.73 4.28 -0.02
C 6.63 0.29 -0.28 -0.19
C -1.29 4.37 3.62 -0.03
C -0.81 -3.49 -3.40 -0.22
C -1.28 -1.15 -2.78 -0.25
C -2.01 -4.72 5.48 -0.10
C 3.14 0.53 -0.52 -1.22
C -1.42 5.35 4.60 -0.10
C -1.58 -5.08 -5.05 -0.10
C -2.07 2.29 2.45 -0.07
C -1.06 4.38 -3.52 -0.03
C -1.66 0.99 -2.80 -0.25
C -1.85 0.97 2.88 -0.25
C -2.45 4.08 0.70 -0.02
C 0.50 -3.83 -3.71 -0.02
C 7.76 -0.10 -1.00 -0.05
C -1.32 -2.50 2.48 -0.07
C -1.11 -4.32 0.73 -0.03
C -2.08 2.73 -1.06 -0.25
C 4.88 -0.96 -1.55 -1.11
C -1.14 5.35 -4.50 -0.09
C 9.19 0.96 0.64 -0.13
C -1.15 -0.72 -4.16 -0.01
C -2.41 4.08 -0.65 -0.02
C 0.02 -4.29 3.64 -0.04
C -2.14 2.72 1.12 -0.25
C -1.93 2.31 -2.38 -0.07
C -1.38 0.61 -4.17 -0.02
C 0.17 -5.25 4.63 -0.10
C -0.26 -5.41 -5.36 -0.12
C -1.15 -2.91 -1.02 -0.25
C -3.03 3.33 -4.39 -0.04
C -2.48 5.30 5.50 -0.12
C -2.16 -3.76 4.49 -0.05
C 8.06 1.36 1.34 -0.10
C -1.85 -4.13 -4.08 -0.04
C -0.84 -5.47 5.56 -0.12
C -3.27 3.30 4.42 -0.04
C -2.21 3.33 3.51 -0.20
C 6.80 1.04 0.89 -0.02
C -2.17 5.32 -5.43 -0.12
C -1.15 -3.53 3.55 -0.20
C -3.41 4.27 5.40 -0.10
C -3.11 4.30 -5.38 -0.10
C -1.64 0.60 4.27 -0.02
C 9.03 0.24 -0.53 -0.11
C 0.78 -4.78 -4.69 -0.09
C -2.01 3.35 -3.44 -0.20
C -1.11 -2.47 -2.35 -0.08
C -1.24 -2.93 1.15 -0.25
Li -1.45 -0.05 0.05 0.53
H -0.39 6.14 -4.54 0.09
H 0.81 -4.11 2.93 0.12
H 10.18 1.21 0.99 0.09
H 1.80 -5.03 -4.92 0.10
H -2.87 -3.87 -3.83 0.12
H -3.92 4.27 -6.10 0.09
H -0.45 4.40 2.93 0.13
H -4.24 4.22 6.09 0.09
H -2.60 4.92 -1.31 0.10
H 1.31 -3.34 -3.18 0.12
H 5.91 1.36 1.43 0.10
H -0.72 -6.22 6.33 0.09
H -0.88 -1.35 -5.00 0.10
H -3.99 2.50 4.34 0.12
H 8.16 1.93 2.26 0.09
H 7.65 -0.66 -1.91 0.03
H -0.05 -6.15 -6.12 0.09
H -2.39 -5.57 -5.57 0.09
H -2.58 6.06 6.26 0.09
H 9.89 -0.08 -1.10 0.09
H -0.26 4.39 -2.79 0.13
H 1.09 -5.82 4.69 0.09
H -0.68 6.14 4.67 0.09
H -2.68 4.91 1.35 0.10
H -1.61 1.27 5.11 0.10
H -1.08 -5.19 1.37 0.10
H -2.81 -4.88 6.19 0.09
H -1.34 1.28 -5.02 0.10
H -0.93 -5.15 -1.29 0.10
H -3.76 2.54 -4.34 0.12
H -3.07 -3.18 4.42 0.12
H -1.19 -1.35 5.13 0.10
H -2.23 6.08 -6.20 0.09

=====

No. 4
60
Properties=species:S:1:pos:R:3:lowdin_charge:R:1 method="wB97M-V/def2-TZVPD" e_above_lowest_kcal_mol=0.0 total_charge=0 multiplicity=1 smiles="CCOC(=O)C1CCN(C(=O)Cn2nc(C)n3nc(-c4ccc(OC)cc4)cc3c2=O)CC1"
O -7.70 0.03 -0.54 -0.08
O 4.68 2.54 -0.46 0.06
O 1.59 -2.58 -0.26 0.01
O 1.70 -0.45 -0.94 0.13
O 1.58 0.03 2.22 0.05
N 4.67 0.36 0.09 -0.04
N 2.05 1.94 1.08 -0.03
N -0.42 2.09 0.08 -0.01
N 1.72 2.92 0.23 0.18
N -1.68 2.08 -0.31 0.17
C -3.67 0.76 0.13 -0.18
C 4.40 -2.08 0.20 -0.11
C -4.27 -0.33 0.74 -0.02
C -1.33 0.41 1.16 0.06
C -4.45 1.58 -0.69 -0.02
C 5.30 0.00 -1.16 -0.13
C -8.37 -1.06 0.05 -0.09
C 0.19 4.07 -1.24 0.00
C -2.26 1.07 0.33 -0.21
C 3.44 1.97 1.50 -0.02
C -6.38 0.21 -0.27 -0.27
C -0.41 -3.75 0.36 -0.05
C -5.78 1.31 -0.89 0.01
C 3.64 -1.90 -1.13 -0.19
C 0.26 -2.40 0.25 -0.22
C 4.39 -0.76 0.98 -0.13
C 2.21 -1.53 -0.78 -0.46
C -5.61 -0.61 0.54 -0.02
C -0.14 1.09 0.98 -0.09
C 4.33 1.65 0.29 -0.43
C 0.55 3.00 -0.28 -0.29
C 4.32 -0.83 -1.99 -0.10
C 1.20 0.93 1.49 -0.38
H 0.16 -4.40 1.03 0.08
H 4.85 -1.29 -2.83 0.12
H 3.55 -0.17 -2.39 0.12
H -8.35 -1.00 1.15 0.10
H 1.06 4.70 -1.41 0.09
H -3.98 2.43 -1.16 0.11
H 3.61 -2.86 -1.64 0.15
H -9.40 -0.99 -0.29 0.09
H -0.14 3.62 -2.18 0.09
H -1.50 -0.42 1.81 0.11
H 0.35 -1.91 1.23 0.11
H 3.41 -0.64 1.45 0.09
H -0.63 4.66 -0.85 0.08
H -0.47 -4.22 -0.62 0.08
H 3.91 -2.85 0.80 0.12
H 5.15 -0.80 1.77 0.13
H -0.28 -1.73 -0.43 0.12
H -1.41 -3.62 0.75 0.07
H 3.67 3.00 1.79 0.14
H -3.69 -0.99 1.37 0.11
H -6.04 -1.47 1.03 0.10
H -6.39 1.94 -1.52 0.12
H 3.56 1.30 2.34 0.12
H 5.42 -2.41 -0.01 0.12
H 6.22 -0.55 -0.97 0.13
H 5.55 0.93 -1.68 0.12
H -7.94 -2.01 -0.27 0.10

=====

no.,E_HOMO (eV)
1,-8.6
2,-14.3
3,-1.6
4,-8.0